[1]
This record from OMol25 describes ClH2NP2 as an isolated structure in a non-equilibrium geometry. The level of theory is wB97M-V/def2-TZVPD.

Positions of all 6 atoms, in Å:
N (-1.1728, -0.3357, -0.8560)
P (-0.5246, -0.3288, 0.5760)
P (0.6450, 1.4419, -0.0729)
Cl (1.7656, -1.0570, 0.1129)
H (-1.8436, -1.0706, -0.9907)
H (1.1305, 1.3502, 1.2308)

Charge: 0
LUMO level in eV: -2.6358
Kohn-Sham gap in eV: 6.40

***

[2]
This record from OMol25 describes an isolated ion of composition C6H15N and charge +1 in a non-equilibrium geometry. The level of theory is wB97M-V/def2-TZVPD.

Positions of all 22 atoms, in Å:
C (-0.0045, -0.9359, 1.5950)
N (0.2124, 0.4267, 0.9878)
C (-1.0889, 0.7295, 0.2116)
C (-1.0072, 2.0657, -0.4803)
C (-0.3283, 2.1054, -1.8267)
C (0.2773, -2.1008, 0.6666)
C (1.7394, -1.9866, -0.0014)
H (-1.0784, -1.2345, 1.8263)
H (0.5935, -1.1204, 2.4470)
H (0.8043, 0.5448, 0.1203)
H (-1.5224, -0.0552, -0.3986)
H (-1.7935, 0.8914, 1.0323)
H (-2.0540, 2.4760, -0.5341)
H (-0.2956, 2.7210, 0.2376)
H (0.2812, 3.0284, -1.9378)
H (-1.1596, 1.9541, -2.5426)
H (0.4747, 1.2785, -2.0353)
H (0.2908, -3.2021, 1.1593)
H (-0.3866, -2.0667, -0.2706)
H (2.1496, -2.7925, -0.4364)
H (1.6041, -1.0632, -0.6831)
H (2.2916, -1.6637, 0.8631)

Charge: +1
LUMO level (alpha / beta) in eV: -2.7617 / -8.6281
2S+1: 2
Kohn-Sham gap (alpha / beta) in eV: 12.89 / 7.00

***

[3]
This record from OMol25 describes a 2-piece molecular cluster, C33H36BF3O2S overall in a non-equilibrium geometry. The level of theory is wB97M-V/def2-TZVPD.

Positions of all 76 atoms, in Å:
C (-2.7502, 6.1152, -0.7399)
C (-2.0708, 4.9126, -0.1884)
C (-1.8035, 4.6542, 1.1514)
C (-1.1196, 3.4381, 1.3767)
C (-0.6961, 2.7927, 0.2016)
B (-0.5470, 1.1540, 0.0767)
C (0.8612, 2.0266, 0.0277)
C (1.6099, 2.1355, 1.2405)
C (2.9298, 2.5373, 1.2805)
C (3.6430, 2.6600, 0.0855)
C (5.1269, 2.9066, 0.1754)
F (5.8141, 2.1932, -0.7688)
F (5.4558, 4.2255, -0.0058)
F (5.6230, 2.5455, 1.4065)
C (2.9783, 2.5665, -1.1497)
C (1.6356, 2.1920, -1.1770)
O (-0.8332, 0.4804, 1.2627)
C (-2.1153, -0.1711, 1.0728)
C (-1.8942, -1.6615, 1.3360)
C (-3.1154, 0.4160, 2.0644)
C (-2.4640, 0.1582, -0.4594)
C (-2.9497, -1.0072, -1.2825)
C (-3.4877, 1.2770, -0.5723)
O (-1.2151, 0.6376, -1.0405)
S (-1.2848, 3.7264, -1.1696)
H (-3.1457, 6.7151, 0.0883)
H (-2.0284, 6.7210, -1.3079)
H (-3.5880, 5.8470, -1.3986)
H (-2.1185, 5.3525, 1.9343)
H (-0.9109, 3.0725, 2.3808)
H (1.1123, 1.9333, 2.1856)
H (3.4197, 2.7364, 2.2362)
H (3.5128, 2.8079, -2.0801)
H (1.1499, 2.0450, -2.1538)
H (-2.8265, -2.2116, 1.1489)
H (-1.0875, -2.0709, 0.6995)
H (-1.6453, -1.8841, 2.3866)
H (-4.0843, -0.0730, 1.8875)
H (-2.7983, 0.2027, 3.0946)
H (-3.2117, 1.5082, 1.9354)
H (-3.9233, -1.3376, -0.8970)
H (-3.0823, -0.7174, -2.3328)
H (-2.2369, -1.8379, -1.2774)
H (-4.4814, 0.9192, -0.2585)
H (-3.2002, 2.1379, 0.0483)
H (-3.5799, 1.6282, -1.6095)
C (2.9970, -3.3195, 4.4049)
C (2.7056, -2.8768, 2.9987)
C (3.1110, -1.6109, 2.5426)
C (2.6347, -1.1024, 1.3471)
C (1.7761, -1.8845, 0.5152)
C (1.0012, -1.2420, -0.4974)
C (0.3991, -2.0013, -1.5520)
C (0.4261, -1.5683, -2.9131)
C (-0.0952, -2.3860, -3.9071)
C (-0.7752, -3.5781, -3.6080)
C (-1.4231, -4.4730, -4.6207)
C (-0.7773, -4.0173, -2.2885)
C (-0.2144, -3.2657, -1.2757)
C (1.8562, -3.3040, 0.7783)
C (2.1548, -3.7619, 2.0561)
H (2.3440, -4.1451, 4.7130)
H (4.0497, -3.6229, 4.5061)
H (2.8318, -2.5043, 5.1164)
H (3.7919, -1.0295, 3.1638)
H (2.9103, -0.1006, 1.0122)
H (1.1585, -0.1696, -0.6168)
H (0.9354, -0.6272, -3.1677)
H (0.0010, -2.1086, -4.9531)
H (-2.2274, -5.0712, -4.1706)
H (-1.8552, -3.9568, -5.4823)
H (-0.6578, -5.1690, -4.9907)
H (-1.2358, -4.9763, -2.0434)
H (-0.1919, -3.6845, -0.2596)
H (1.7590, -4.0246, -0.0438)
H (2.0332, -4.8236, 2.3209)

Charge: 0
LUMO level in eV: -2.0238
Kohn-Sham gap in eV: 3.34

***

[4]
This record from OMol25 describes C26H33AlBeCsF8IKN5O13S4 as an isolated structure in a non-equilibrium geometry. The level of theory is wB97M-V/def2-TZVPD.

Positions of all 94 atoms, in Å:
C (-4.3555, 1.5908, 3.8511)
C (-5.5121, 0.7731, 3.2684)
O (-5.9216, -0.2719, 4.1363)
C (-5.0901, 0.1024, 1.9684)
N (-5.0339, 1.1109, 0.8711)
C (-4.4856, 0.4944, -0.3522)
C (-3.1609, 1.0770, -0.7749)
O (-2.1307, 0.6598, 0.1369)
C (-1.0450, 0.1090, -0.4866)
C (-0.8413, -1.2346, -0.4488)
N (-1.8015, -2.0707, 0.2203)
C (-1.7041, -2.0747, 1.4461)
S (-1.7303, -1.8496, 2.9717)
C (0.3072, -1.7958, -1.1050)
I (0.5298, -3.8627, -0.9383)
C (1.2035, -1.0331, -1.7823)
O (2.2859, -1.5787, -2.4158)
C (1.0090, 0.3733, -1.8121)
N (1.7641, 1.2965, -2.4257)
S (1.0873, 2.7021, -2.1430)
N (-0.1993, 2.2836, -1.2591)
C (-0.1139, 0.9561, -1.1616)
H (-4.3607, 2.6136, 3.4813)
H (-3.3810, 1.1075, 3.6228)
H (-4.4305, 1.6000, 4.9426)
H (-6.3618, 1.4275, 3.0313)
H (-5.6609, -0.0494, 5.0340)
H (-4.0900, -0.3189, 2.0660)
H (-5.7695, -0.7039, 1.6818)
H (-6.0128, 1.2731, 0.6599)
H (-4.3362, -0.5855, -0.2314)
H (-5.1718, 0.6447, -1.1809)
H (-2.9447, 0.7420, -1.7943)
H (-3.1700, 2.1682, -0.7961)
H (2.0520, -1.7214, -3.3424)
Be (-1.9098, 2.1191, 2.7544)
F (-3.1471, -5.1987, 2.2365)
Al (-4.4943, -4.3165, 2.8183)
F (-5.8411, -5.3205, 2.8338)
F (-4.7065, -3.0318, 1.7332)
F (-4.1301, -3.7360, 4.3564)
F (3.8204, 8.1337, -0.7948)
C (3.9969, 6.8490, -0.4079)
C (5.2451, 6.4418, 0.0146)
C (5.4188, 5.1222, 0.4122)
C (4.3530, 4.2366, 0.3765)
C (3.1097, 4.6691, -0.0546)
C (2.9213, 5.9849, -0.4493)
H (6.0642, 7.1485, 0.0287)
H (6.3903, 4.7874, 0.7503)
H (4.4881, 3.2096, 0.6828)
H (2.2842, 3.9740, -0.0806)
H (1.9559, 6.3436, -0.7831)
C (5.4742, -0.8717, -0.9504)
O (4.4380, -1.2596, -0.3700)
O (5.2875, -0.0892, -2.0679)
O (6.6421, -1.1277, -0.6198)
H (4.3172, -0.0669, -2.1000)
C (-6.9579, -1.0197, -4.7587)
C (-5.5209, -1.0220, -4.2287)
C (-4.9031, -2.4107, -4.3172)
O (-5.5270, -0.5670, -2.8933)
H (-7.5930, -1.6821, -4.1723)
H (-7.3913, -0.0138, -4.6890)
H (-6.9934, -1.3472, -5.7870)
H (-4.9043, -0.3120, -4.7998)
H (-5.4765, -3.1208, -3.7183)
H (-3.8886, -2.3966, -3.9222)
H (-4.8685, -2.7789, -5.3473)
H (-6.0622, -1.1794, -2.3715)
K (-6.3983, -0.2501, -7.1291)
N (6.1722, -4.3764, -1.5652)
S (7.3760, -5.3631, -1.4969)
O (8.6769, -4.9109, -2.1006)
O (7.1006, -6.7456, -1.6104)
F (7.6749, -5.1205, 0.0038)
S (5.4555, -4.2066, -2.9903)
O (4.5955, -3.0801, -3.0003)
O (4.9842, -5.4100, -3.5915)
F (6.6808, -3.7692, -3.9016)
Cs (-0.3899, -5.4735, 0.9418)
O (3.3305, 4.2948, 3.1987)
C (3.4879, 3.1567, 3.5270)
O (3.3939, 2.1298, 2.6443)
C (3.5211, 0.8696, 3.3234)
C (4.2545, 1.1917, 4.6198)
C (3.7692, 2.6117, 4.9152)
H (2.5191, 0.4713, 3.5009)
H (4.0665, 0.1771, 2.6862)
H (4.0524, 0.4765, 5.4146)
H (5.3306, 1.2018, 4.4422)
H (2.8392, 2.6190, 5.4855)
H (4.5192, 3.2155, 5.4180)
F (9.6734, -5.8143, -0.9888)

Charge: 0
LUMO level in eV: -3.9825
Kohn-Sham gap in eV: 2.70

***

[5]
This record from OMol25 describes C20H34IN2O4S5SiV as an isolated structure. The level of theory is wB97M-V/def2-TZVPD.

Positions of all 68 atoms, in Å:
V (0.4425, -0.1792, 1.0185)
S (2.8638, -0.2267, 1.2719)
S (2.7616, 1.3880, 2.5676)
S (0.7008, 1.4821, 2.8573)
S (0.1158, -0.4145, 3.3519)
S (1.5664, 3.3106, -1.7742)
C (-0.0879, 3.4646, -1.3628)
C (-0.4645, 2.4318, -0.5783)
N (0.5355, 1.5229, -0.3021)
C (1.6623, 1.8796, -0.8694)
H (-0.6868, 4.2915, -1.7040)
H (-1.4442, 2.2845, -0.1546)
H (2.5728, 1.3099, -0.7361)
C (1.2293, -1.2081, -2.9284)
C (2.2807, -2.2989, -2.7403)
C (3.6745, -1.6861, -2.7390)
C (2.1445, -3.3562, -3.8295)
O (2.1362, -2.9451, -1.4749)
Si (0.8144, -3.1905, -0.5455)
O (0.3678, -1.8129, 0.1699)
O (-0.3919, -3.7133, -1.5295)
C (-1.5531, -4.4888, -1.2129)
C (-1.1595, -5.9610, -1.1693)
C (-2.5417, -4.2368, -2.3439)
C (-2.1544, -4.0532, 0.1216)
O (1.1212, -4.4017, 0.4934)
C (2.0619, -4.5938, 1.5613)
C (1.9569, -6.0678, 1.9256)
C (1.6755, -3.7165, 2.7426)
C (3.4690, -4.2570, 1.0834)
H (1.3904, -0.6923, -3.8771)
H (1.2974, -0.4799, -2.1191)
H (0.2261, -1.6394, -2.9333)
H (3.8822, -1.1872, -3.6877)
H (4.4219, -2.4640, -2.5808)
H (3.7611, -0.9619, -1.9260)
H (2.2911, -2.9162, -4.8181)
H (1.1525, -3.8072, -3.7840)
H (2.8896, -4.1383, -3.6799)
H (-0.7189, -6.2547, -2.1233)
H (-2.0343, -6.5865, -0.9808)
H (-0.4266, -6.1277, -0.3806)
H (-2.0941, -4.5138, -3.2993)
H (-2.8068, -3.1789, -2.3802)
H (-3.4523, -4.8209, -2.2001)
H (-1.4542, -4.2352, 0.9377)
H (-3.0708, -4.6123, 0.3199)
H (-2.3946, -2.9885, 0.1015)
H (0.9404, -6.3054, 2.2440)
H (2.6414, -6.3111, 2.7396)
H (2.2052, -6.6865, 1.0621)
H (0.6471, -3.9207, 3.0496)
H (1.7638, -2.6609, 2.4866)
H (2.3339, -3.9139, 3.5908)
H (3.7196, -4.8443, 0.1990)
H (4.1941, -4.4719, 1.8700)
H (3.5446, -3.1992, 0.8280)
I (-5.5596, -0.1416, 2.6423)
C (-4.0984, -0.2375, 1.1686)
C (-4.4291, -0.4760, -0.1551)
C (-3.4060, -0.5355, -1.0892)
C (-2.1041, -0.3533, -0.6663)
N (-1.7879, -0.1242, 0.6144)
C (-2.7658, -0.0675, 1.5167)
H (-5.4600, -0.6203, -0.4492)
H (-3.6135, -0.7298, -2.1320)
H (-1.2749, -0.4255, -1.3589)
H (-2.4606, 0.1052, 2.5410)

Charge: 0
LUMO level (alpha / beta) in eV: -0.1301 / -0.2125
2S+1: 3
Kohn-Sham gap (alpha / beta) in eV: 7.16 / 7.25

***

Listing calculated total energy for the structures above in their given order: -1198.76246, -291.93589, -2152.11946, -5828.82505, -4715.44889 Ha.